C21H29MnN2S4 | wB97M-V/def2-TZVPD

**Charge**: -1
**Frontier orbital gap (alpha / beta)**: 7.0 / 7.0 eV
**<S²>**: 0.77
**HOMO level (alpha / beta)**: -4.2 / -4.2 eV
**Largest force on an atom**: 1.37 eV/A
**LUMO (alpha / beta)**: 2.759 / 2.754 eV
**2S+1**: 2
**E**: -3670.94868 Eh

Last column: Mulliken spin population.
Positions of all 57 atoms, in Å:
Mn  -0.064  0.699  -1.357  0.983
S  -1.229  2.715  -2.059  -0.001
S  -0.319  2.796  -3.890  0.000
S  1.729  2.491  -3.576  0.000
S  1.914  0.582  -2.863  0.034
C  1.253  3.777  0.135  -0.003
C  2.007  2.459  0.337  0.006
C  3.492  2.628  0.024  0.000
C  1.746  1.941  1.729  0.005
C  2.418  2.514  2.793  0.001
C  2.192  2.083  4.086  -0.001
C  1.181  1.172  4.317  0.000
C  0.443  0.598  3.285  0.004
C  -0.770  -0.207  3.740  0.000
C  -1.988  -0.159  2.817  0.002
C  -0.457  -1.666  4.119  0.000
C  0.803  0.916  1.959  -0.001
N  0.293  0.228  0.857  -0.012
C  0.303  -1.079  0.925  -0.007
C  -0.246  -1.882  -0.085  -0.007
C  -0.421  -3.278  -0.149  0.016
C  -1.025  -3.535  -1.365  -0.003
C  -1.199  -2.296  -2.006  0.009
N  -0.736  -1.308  -1.240  -0.016
C  -1.731  -2.014  -3.387  0.011
C  -2.505  -0.694  -3.399  -0.011
C  -0.522  -1.882  -4.318  0.001
C  -2.642  -3.141  -3.876  0.000
H  1.466  4.174  -0.854  0.001
H  1.542  4.510  0.890  0.000
H  0.181  3.608  0.208  0.001
H  1.612  1.716  -0.391  -0.016
H  3.910  3.493  0.539  0.000
H  3.616  2.773  -1.047  0.000
H  4.054  1.740  0.313  0.001
H  3.139  3.295  2.598  0.000
H  2.758  2.495  4.910  0.000
H  0.941  0.891  5.335  0.000
H  -1.073  0.291  4.674  0.000
H  -1.818  -0.694  1.888  0.003
H  -2.249  0.870  2.580  0.000
H  -2.828  -0.628  3.326  0.000
H  -0.540  -2.321  3.256  0.000
H  -1.176  -2.013  4.862  0.000
H  0.543  -1.757  4.539  0.000
H  0.769  -1.575  1.780  0.004
H  -0.140  -3.979  0.617  0.001
H  -1.302  -4.496  -1.755  0.000
H  -1.898  0.101  -2.935  -0.002
H  -3.433  -0.777  -2.836  -0.002
H  -2.737  -0.393  -4.420  0.000
H  0.109  -1.057  -3.983  0.002
H  -0.841  -1.688  -5.341  0.000
H  0.078  -2.790  -4.301  0.000
H  -3.462  -3.301  -3.179  0.000
H  -2.086  -4.071  -3.979  0.000
H  -3.057  -2.879  -4.848  0.000

Forces on atoms 1 to 6 (eV/Å):
0.0 -0.7 0.2
0.2 -0.8 0.8
0.6 -0.2 -0.5
-0.5 0.6 0.0
-0.6 -0.4 0.4
0.1 -0.2 0.1

***

C21H29N3OPb | wB97M-V/def2-TZVPD

**Charge**: +2
**Frontier orbital gap**: 7.7 eV
**HOMO level**: -13.9 eV
**Largest force on an atom**: 0.63 eV/A
**LUMO**: -6.248 eV
**E**: -1249.41175 Eh

Last column: natural (NBO) charge in e.
Positions of all 55 atoms, in Å:
Pb  -0.098  1.096  -0.205  1.556
C  -2.917  0.522  1.489  -0.252
C  -1.840  -0.522  1.835  -0.254
N  -1.090  -0.972  0.642  -0.743
C  -1.900  -1.740  -0.329  -0.251
C  -1.557  -1.386  -1.778  -0.245
N  -1.342  0.061  -1.997  -0.732
C  -2.548  0.902  -2.177  -0.251
C  -3.388  1.014  -0.915  -0.249
N  -2.586  1.347  0.296  -0.726
H  -3.030  1.181  2.350  0.243
H  -3.887  0.047  1.341  0.217
H  -2.311  -1.368  2.341  0.233
H  -1.109  -0.108  2.532  0.236
H  -0.307  -1.537  0.965  0.425
H  -2.951  -1.558  -0.120  0.211
H  -1.747  -2.811  -0.191  0.242
H  -2.344  -1.762  -2.437  0.231
H  -0.630  -1.885  -2.064  0.224
H  -0.783  0.167  -2.838  0.415
H  -3.172  0.510  -2.986  0.232
H  -2.192  1.887  -2.484  0.235
H  -3.927  0.088  -0.732  0.212
H  -4.150  1.777  -1.083  0.244
H  -2.757  2.318  0.532  0.411
C  0.934  2.233  -3.756  -0.251
O  0.279  2.577  -2.519  -0.780
H  1.994  2.462  -3.708  0.202
H  0.468  2.757  -4.590  0.204
H  0.824  1.159  -3.896  0.172
H  0.424  3.519  -2.369  0.502
C  2.300  -0.298  0.676  0.001
C  1.861  -0.536  1.779  -0.018
C  1.305  -0.806  3.060  -0.203
C  0.908  -2.107  3.387  -0.140
C  0.339  -2.364  4.622  -0.214
C  0.171  -1.332  5.537  -0.169
C  0.577  -0.042  5.222  -0.197
C  1.146  0.228  3.990  -0.176
H  1.091  -2.920  2.692  0.218
H  0.049  -3.372  4.883  0.240
H  -0.261  -1.538  6.507  0.241
H  0.464  0.754  5.946  0.240
H  1.479  1.228  3.745  0.228
C  3.946  0.234  -3.162  -0.177
C  4.263  1.124  -2.143  -0.191
C  3.687  0.986  -0.891  -0.169
C  2.800  -0.068  -0.647  -0.219
C  2.465  -0.950  -1.684  -0.161
C  3.039  -0.793  -2.937  -0.222
H  4.420  0.334  -4.129  0.242
H  4.983  1.912  -2.316  0.244
H  3.967  1.649  -0.083  0.238
H  1.825  -1.799  -1.478  0.210
H  2.814  -1.500  -3.724  0.237

Forces on atoms 1 to 6 (eV/Å):
0.0 0.1 0.0
0.0 0.0 0.1
-0.1 0.0 0.0
0.0 -0.1 0.0
0.0 0.0 0.0
0.0 -0.1 0.0

***

C21H29N7O7P2S2Zr | wB97M-V/def2-TZVPD

**Frontier orbital gap**: 7.6 eV
**HOMO level**: -7.7 eV
**Largest force on an atom**: 0.31 eV/A
**LUMO**: -0.047 eV
**E**: -3254.14427 Eh

Last column: natural (NBO) charge in e.
Positions of all 69 atoms, in Å:
Zr  0.982  0.518  0.084  2.006
C  -0.120  0.092  -3.869  -0.402
N  0.622  -1.127  -3.536  -0.814
C  1.962  -1.168  -4.136  -0.415
P  0.380  -1.957  -2.163  2.546
O  1.004  -1.479  -0.887  -1.134
O  -1.230  -1.862  -1.981  -1.089
P  -1.972  -1.105  -0.755  2.550
O  -1.140  0.054  -0.309  -1.133
N  -3.403  -0.557  -1.284  -0.807
C  -4.454  -1.471  -1.712  -0.406
C  -3.559  0.829  -1.729  -0.409
N  -2.261  -2.291  0.323  -0.815
C  -1.429  -3.487  0.446  -0.409
C  -2.838  -1.840  1.598  -0.418
N  0.791  -3.501  -2.413  -0.818
C  1.618  -4.253  -1.469  -0.405
C  0.421  -4.208  -3.632  -0.404
H  0.528  0.963  -3.766  0.222
H  -0.982  0.222  -3.220  0.207
H  -0.466  0.034  -4.902  0.204
H  2.558  -0.317  -3.802  0.243
H  1.862  -1.141  -5.222  0.203
H  2.471  -2.089  -3.855  0.208
H  -4.283  -2.458  -1.288  0.224
H  -4.487  -1.553  -2.802  0.194
H  -5.419  -1.101  -1.363  0.206
H  -2.756  1.441  -1.329  0.248
H  -4.512  1.211  -1.361  0.205
H  -3.557  0.893  -2.820  0.189
H  -1.131  -3.845  -0.537  0.208
H  -2.025  -4.265  0.925  0.208
H  -0.540  -3.301  1.055  0.220
H  -3.447  -0.951  1.440  0.218
H  -2.051  -1.603  2.319  0.227
H  -3.470  -2.632  1.999  0.205
H  1.796  -3.663  -0.575  0.248
H  2.578  -4.505  -1.924  0.201
H  1.109  -5.180  -1.195  0.194
H  -0.250  -3.598  -4.233  0.223
H  -0.086  -5.141  -3.377  0.202
H  1.306  -4.446  -4.227  0.201
O  1.655  4.230  -1.257  -0.557
C  1.460  3.047  -1.285  0.684
O  0.480  2.403  -0.673  -0.829
C  2.337  2.034  -2.071  0.683
O  2.914  2.291  -3.093  -0.569
O  2.279  0.834  -1.517  -0.834
S  1.098  -1.167  2.112  -0.244
C  1.823  -0.163  3.335  -0.271
C  1.531  -0.496  4.695  0.261
N  1.285  -0.787  5.781  -0.311
C  2.616  0.901  3.042  -0.276
S  2.997  1.398  1.413  -0.163
C  3.180  1.687  4.097  0.259
N  3.619  2.348  4.931  -0.307
N  -0.207  1.713  1.824  -0.444
C  0.079  2.546  2.560  0.472
C  0.457  3.625  3.408  -0.161
C  0.954  4.782  2.804  -0.155
C  1.388  5.818  3.610  -0.210
C  1.330  5.695  4.993  -0.159
C  0.844  4.536  5.584  -0.203
C  0.408  3.489  4.794  -0.156
H  1.010  4.844  1.723  0.251
H  1.783  6.718  3.160  0.226
H  1.681  6.506  5.617  0.220
H  0.826  4.441  6.660  0.227
H  0.054  2.566  5.236  0.235

Forces on atoms 1 to 6 (eV/Å):
0.2 0.2 0.2
0.0 0.0 0.0
-0.1 0.0 0.1
0.0 0.0 0.0
0.1 0.1 -0.1
0.0 0.1 0.1

***

C21H30AsBiN5O9PS5 | wB97M-V/def2-TZVPD

**Charge**: -2
**Frontier orbital gap**: 4.8 eV
**HOMO level**: -1.0 eV
**Largest force on an atom**: 3.26 eV/A
**LUMO**: 3.778 eV
**E**: -6552.07590 Eh

Last column: Löwdin charge in e.
Positions of all 73 atoms, in Å:
Bi  0.965  -1.089  -0.700  1.774
O  -1.371  -4.535  -2.826  0.050
C  -0.867  -3.406  -2.706  -0.435
O  -0.396  -2.955  -1.509  -0.208
C  -0.791  -2.457  -3.887  -0.084
C  0.718  -2.233  -4.308  -0.201
C  0.759  -1.692  -5.739  -0.129
C  0.238  -0.258  -5.587  -0.130
C  0.016  -0.137  -4.071  -0.219
O  1.068  -1.032  -3.511  -0.166
C  -1.274  -0.940  -3.800  -0.097
C  -1.851  -0.422  -2.440  -0.547
O  -3.075  -0.129  -2.456  -0.015
O  -1.047  -0.243  -1.417  -0.240
H  -1.308  -2.933  -4.672  0.121
H  1.365  -3.079  -4.122  0.156
H  1.740  -1.615  -6.231  0.111
H  0.098  -2.326  -6.406  0.127
H  0.962  0.531  -5.910  0.121
H  -0.708  -0.178  -6.174  0.117
H  0.115  0.839  -3.637  0.150
H  -2.020  -0.900  -4.594  0.135
S  5.415  -3.042  1.822  -0.352
As  3.283  -2.561  1.545  -0.504
S  2.853  -0.425  1.483  0.005
S  2.853  -3.422  -0.451  -0.155
S  2.230  -3.662  3.164  -0.239
O  1.007  1.443  0.254  -0.215
C  1.818  1.935  -0.591  -0.680
O  2.191  1.256  -1.609  -0.127
C  2.369  3.300  -0.495  -0.105
C  1.882  4.196  0.510  -0.038
C  2.318  5.466  0.658  -0.116
C  3.182  6.012  -0.291  -0.095
C  3.789  5.161  -1.257  -0.084
C  3.366  3.833  -1.319  -0.033
H  1.064  3.841  1.126  0.063
H  1.912  6.031  1.491  0.096
H  3.368  7.058  -0.336  0.073
H  4.600  5.484  -1.876  0.081
H  3.809  3.186  -2.113  0.124
N  -3.079  -1.378  3.334  0.126
C  -2.108  -2.582  3.221  -0.181
P  -1.623  -2.652  1.469  0.470
O  -2.994  -2.502  0.901  -0.353
O  -0.430  -1.721  1.037  -0.527
C  -0.899  -4.355  1.450  -0.304
N  -0.184  -4.713  0.191  -0.019
H  -3.936  -1.698  3.816  0.153
H  -3.418  -1.162  2.377  0.124
H  -2.640  -0.558  3.827  0.089
H  -2.598  -3.497  3.480  0.086
H  -1.259  -2.330  3.864  0.079
H  -1.651  -5.142  1.718  0.095
H  -0.078  -4.275  2.258  -0.005
H  0.906  -4.713  0.389  0.054
H  -0.449  -3.823  -0.759  0.019
H  -0.625  -5.556  -0.231  0.120
C  -2.528  4.367  2.357  -0.094
C  -2.063  4.259  3.850  -0.251
C  -1.486  2.908  4.116  -0.615
N  -2.160  1.901  4.614  -0.022
N  -1.472  0.705  4.551  -0.075
C  -0.279  0.828  4.016  -0.709
N  0.632  -0.099  3.876  0.118
S  0.018  2.394  3.326  1.102
H  -3.513  4.819  2.200  0.065
H  -2.531  3.398  1.821  0.084
H  -1.772  4.895  1.828  0.044
H  -2.879  4.351  4.586  0.097
H  -1.380  5.117  4.109  0.110
H  0.471  -1.014  4.244  0.067
H  1.360  -0.076  3.147  -0.040

Forces on atoms 1 to 6 (eV/Å):
1.2 1.0 1.0
1.0 1.8 0.1
-0.8 -0.6 1.6
-1.2 -0.9 -2.9
1.8 1.2 0.6
-0.6 1.3 0.6

***

C21H30BCl4NO3Si2 | wB97M-V/def2-TZVPD

**Frontier orbital gap**: 5.4 eV
**HOMO level**: -7.9 eV
**Largest force on an atom**: 4.89 eV/A
**LUMO**: -2.473 eV
**E**: -3543.42225 Eh

Last column: natural (NBO) charge in e.
Positions of all 62 atoms, in Å:
Cl  2.685  0.101  6.487  -0.226
B  3.499  0.589  4.896  0.362
Cl  2.677  2.100  4.211  -0.247
Cl  5.293  0.937  5.196  -0.251
O  3.378  -0.491  3.932  -0.568
C  3.961  -0.182  2.768  0.477
C  3.979  -1.042  1.673  -0.180
C  4.602  -0.678  0.455  -0.091
C  4.591  -1.542  -0.609  -0.267
C  3.969  -2.781  -0.495  0.049
Cl  3.956  -3.853  -1.842  0.070
C  3.358  -3.160  0.696  -0.251
C  3.360  -2.308  1.768  -0.077
H  4.432  0.785  2.695  0.228
H  5.078  0.284  0.373  0.236
H  5.058  -1.277  -1.542  0.244
H  2.890  -4.127  0.757  0.245
H  2.892  -2.584  2.697  0.250
C  -4.858  0.583  -0.506  -1.144
Si  -3.861  0.004  0.965  1.876
C  -3.334  1.494  1.962  -1.140
C  -4.928  -1.093  2.050  -1.129
O  -2.503  -0.820  0.444  -0.692
N  -1.612  0.034  -0.203  0.063
O  -2.096  0.579  -1.391  -0.702
Si  -1.805  -0.448  -2.678  1.892
C  -3.400  -0.918  -3.539  -1.141
C  -0.670  0.398  -3.900  -1.143
C  -0.968  -1.982  -2.022  -1.147
C  -0.308  0.294  0.288  0.143
C  0.161  -0.428  1.310  -0.504
C  0.492  1.345  -0.370  -0.094
C  1.800  1.108  -0.787  -0.150
C  2.536  2.104  -1.397  -0.240
C  1.983  3.353  -1.592  -0.191
C  0.683  3.601  -1.194  -0.209
C  -0.055  2.606  -0.592  -0.163
H  -5.759  1.096  -0.182  0.237
H  -4.250  1.266  -1.093  0.253
H  -5.135  -0.264  -1.126  0.233
H  -4.200  2.009  2.369  0.241
H  -2.692  1.182  2.781  0.248
H  -2.789  2.179  1.321  0.235
H  -5.824  -0.553  2.342  0.245
H  -5.223  -1.993  1.518  0.239
H  -4.387  -1.376  2.949  0.243
H  -3.173  -1.509  -4.421  0.242
H  -4.021  -1.511  -2.874  0.238
H  -3.946  -0.030  -3.842  0.242
H  -0.525  -0.230  -4.772  0.238
H  -1.099  1.343  -4.221  0.241
H  0.297  0.585  -3.445  0.242
H  -0.784  -2.702  -2.813  0.238
H  -0.023  -1.710  -1.565  0.239
H  -1.605  -2.434  -1.268  0.252
H  1.147  -0.276  1.700  0.194
H  -0.432  -1.191  1.773  0.217
H  2.229  0.131  -0.644  0.200
H  3.543  1.905  -1.729  0.207
H  2.562  4.134  -2.058  0.214
H  0.248  4.575  -1.357  0.218
H  -1.077  2.785  -0.308  0.220

Forces on atoms 1 to 6 (eV/Å):
0.1 -0.2 -0.5
-0.3 1.4 2.2
-0.1 0.1 -0.2
0.3 0.0 -0.1
1.7 -0.2 -4.6
-1.4 -0.4 3.3

***

C21H30BiN4O | wB97M-V/def2-TZVPD

**Charge**: -1
**Frontier orbital gap (alpha / beta)**: 3.4 / 3.5 eV
**HOMO level (alpha / beta)**: -0.8 / -0.8 eV
**Largest force on an atom**: 9.51 eV/A
**LUMO (alpha / beta)**: 2.674 / 2.679 eV
**E**: -1326.54520 Eh

Last column: natural (NBO) charge in e.
Positions of all 57 atoms, in Å:
Bi  0.000  0.000  0.000  2.148
C  1.251  -0.522  2.568  -0.240
C  2.275  0.217  1.691  -0.260
N  2.140  -0.164  0.277  -0.691
C  2.797  0.827  -0.602  -0.265
C  1.960  2.079  -0.736  0.139
C  2.440  3.338  -1.032  -0.241
C  1.522  4.393  -1.078  -0.346
C  0.163  4.161  -0.824  -0.264
C  -0.242  2.869  -0.537  0.166
C  -1.682  2.463  -0.304  -0.270
N  -1.873  1.109  0.280  -0.740
C  -2.046  1.123  1.731  -0.248
C  -0.719  0.925  2.482  -0.270
N  -0.115  -0.342  2.093  -0.699
N  0.651  1.874  -0.533  -0.759
H  1.352  -0.221  3.617  0.184
H  1.483  -1.594  2.532  0.243
H  3.287  -0.026  2.037  0.197
H  2.143  1.295  1.836  0.205
H  2.529  -1.127  0.143  0.456
H  2.901  0.390  -1.601  0.222
H  3.803  1.063  -0.236  0.183
H  3.494  3.510  -1.213  0.198
H  1.864  5.398  -1.309  0.190
H  -0.552  4.975  -0.863  0.198
H  -2.161  2.457  -1.291  0.214
H  -2.201  3.228  0.285  0.187
H  -2.690  0.654  -0.191  0.476
H  -2.715  0.294  1.997  0.227
H  -2.551  2.031  2.080  0.186
H  -0.915  0.925  3.560  0.192
H  -0.057  1.771  2.271  0.210
H  -0.705  -1.167  2.357  0.448
C  -0.630  -3.519  0.288  -0.678
C  -1.619  -2.739  -0.610  -0.185
C  -2.958  -3.506  -0.608  -0.590
C  -1.848  -1.343  0.000  -0.974
C  -1.130  -2.575  -2.060  0.041
C  -1.924  -1.854  -2.980  -0.164
C  -1.514  -1.682  -4.305  -0.256
C  -0.305  -2.222  -4.740  -0.256
C  0.498  -2.935  -3.851  -0.240
C  0.095  -3.113  -2.523  -0.192
H  -1.024  -3.602  1.325  0.158
H  0.354  -3.008  0.344  0.327
H  -0.476  -4.550  -0.096  0.144
H  -3.340  -3.630  0.428  0.196
H  -2.825  -4.517  -1.053  0.184
H  -3.738  -2.972  -1.189  0.193
H  -2.246  -1.411  1.036  0.094
H  -2.866  -1.418  -2.673  0.212
H  -2.136  -1.126  -4.995  0.189
H  0.011  -2.086  -5.766  0.187
H  1.437  -3.352  -4.190  0.189
H  0.755  -3.672  -1.877  0.222
O  0.575  -1.771  0.000  -1.382

Forces on atoms 1 to 6 (eV/Å):
-4.9 -5.1 -6.4
0.9 -0.8 0.3
0.4 -0.2 0.6
5.6 1.8 1.2
0.5 0.0 -0.2
2.2 1.4 -0.1